1.
DFT (ωB97M-V/def2-TZVPD) results for a gas-phase ion, C4H13N2 (charge +1).

Structure (ORCA input):
```
! RIJCOSX wB97M-V def2-TZVPD def2/J DEFGRID3
* xyz 1 1
C 0.6912 -1.9125 1.1962
C 0.1880 -0.5635 0.7124
N 1.2885 0.4340 0.5204
C -0.6709 -0.6038 -0.5409
C -1.3749 0.7265 -0.7626
N -0.3357 1.7713 -0.9962
H 1.5547 -2.2261 0.6074
H 1.0823 -1.8014 2.2055
H -0.0899 -2.6669 1.1824
H -0.3979 -0.0918 1.4795
H 1.7805 0.5208 1.4032
H 1.9498 0.1277 -0.1864
H -1.4319 -1.3832 -0.4684
H -0.0420 -0.8964 -1.3942
H -2.1135 0.7123 -1.5619
H -1.8575 0.9893 0.1628
H 0.2183 1.5134 -1.8214
H -0.7132 2.6899 -1.1735
H 0.3644 1.7386 -0.2172
*
```

Its structure (SMILES) is C[C@@H](N)CC[NH3+]. The calculation puts the total energy at -7333.1009 eV. The calculation puts the frontier orbital gap at 11.19 eV.

Results of the natural (NBO) charge analysis, in e, for atoms 1 through 6: C -0.62; C -0.05; N -0.87; C -0.43; C -0.22; N -0.70

---

2.
DFT (ωB97M-V/def2-TZVPD) results for a gas-phase ion, C4H13N2 (charge +1).

Structure (ORCA input):
```
! RIJCOSX wB97M-V def2-TZVPD def2/J DEFGRID3
* xyz 1 1
C -2.4949 0.4014 -0.5289
N -1.6221 -0.3230 0.3223
C -0.2259 0.3772 0.8441
N 0.7828 -0.0600 -0.2409
C 1.9951 0.7857 -0.2039
C 1.1072 -1.4838 0.0104
H -2.1169 0.7732 -1.5162
H -3.2230 -0.3059 -0.8804
H -2.9601 1.3231 -0.0521
H -1.9716 -0.3577 1.2940
H 0.1091 -0.2806 1.7038
H -0.3046 1.5405 0.9996
H 0.4197 0.1426 -1.1302
H 1.7551 1.8498 -0.1186
H 2.7165 0.5452 0.5495
H 2.4173 0.6915 -1.1544
H 0.2256 -2.2030 -0.1303
H 1.7547 -1.7753 -0.7078
H 1.6361 -1.6409 0.9399
*
```

Its structure (SMILES) is CNC[NH+](C)C. The calculation puts the total energy at -7330.5518 eV. The calculation puts the frontier orbital gap at 10.91 eV.

Results of the natural (NBO) charge analysis, in e, for atoms 1 through 6: C -0.45; N -0.61; C -0.09; N -0.35; C -0.43; C -0.43

---

For the records above, the corresponding maximum force values read 0.0238; 0.1084 hartree/bohr.
For the records above, the corresponding HOMO energy values read -14.336; -13.842 eV.
For the records above, the corresponding relative energy (zero: lowest compared OMol25 entry of this formula, charge and spin) values read 37.3; 283.2 kJ/mol.